Entry 1:
DFT (wB97M-V/def2-TZVPD) results for a single C6H8OS molecule at a distorted geometry.

Last column: natural (NBO) charge in e.
Atoms and positions in Å:
1 C -1.57 0.27 -0.40  0.04
2 C -1.43 -1.33 -0.59  -0.39
3 C -0.04 -1.62 0.18  -0.48
4 C 0.80 -0.24 0.11  -0.13
5 C -0.25 0.76 -0.34  -0.12
6 C 0.19 2.10 -0.30  -0.27
7 H -1.78 1.15 1.50  0.48
8 H -2.28 0.72 -1.07  0.20
9 H -1.38 -1.55 -1.64  0.20
10 H -2.27 -1.87 -0.23  0.23
11 H 0.42 -2.61 -0.23  0.24
12 H -0.27 -1.94 1.23  0.24
13 H 1.23 2.40 -0.18  0.22
14 H -0.44 2.90 -0.51  0.19
15 O -2.16 0.44 0.92  -0.74
16 S 2.36 -0.15 0.11  0.11

Output
SMILES string: C=C1C(=S)CC[C@H]1O
LUMO (hartree): -0.02634
Energy (Eh): -706.76461
Total charge: 0
Strongest force on any atom (eV Å⁻¹): 7.69
Energy relative to the best compared isomer or geometry (same formula, charge and spin) (kcal per mole): 51.2
M (g/mol): 128.20
HOMO (eV): -8.6

***

Entry 2:
DFT (wB97M-V/def2-TZVPD) results for a single C5H7NO molecule at a distorted geometry.

Last column: natural (NBO) charge in e.
Atoms and positions in Å:
1 O 2.37 0.10 0.27  -0.71
2 C 1.24 0.41 -0.46  0.06
3 C 0.13 -0.58 -0.73  -0.13
4 C -0.44 -0.80 0.66  -0.29
5 C -1.77 -0.28 0.17  -0.27
6 N -0.93 0.55 -0.75  -0.38
7 C 0.06 0.97 0.33  -0.04
8 H 2.48 -0.85 0.38  0.48
9 H 1.56 1.02 -1.31  0.18
10 H 0.07 -1.38 -1.47  0.21
11 H 0.04 -0.32 1.57  0.29
12 H -2.33 -1.05 -0.36  0.19
13 H -2.44 0.28 0.83  0.20
14 H -0.04 1.93 0.86  0.21

Output
LUMO (hartree): 0.02996
Energy (Eh): -324.47645
Total charge: 0
Strongest force on any atom (eV Å⁻¹): 3.92
Energy relative to the best compared isomer or geometry (same formula, charge and spin) (kcal per mole): 155.6
M (g/mol): 97.12
HOMO (eV): -7.8

***

Entry 3:
DFT (wB97M-V/def2-TZVPD) results for 15 unconnected molecules or ions with the total composition H30O15 at a distorted geometry.

Last column: natural (NBO) charge in e.
Atoms and positions in Å:
1 O -0.70 5.67 -2.51  -0.98
2 H -1.16 5.23 -1.82  0.49
3 H -0.16 6.35 -2.11  0.47
4 O 0.21 3.58 1.42  -0.96
5 H -0.53 3.57 2.04  0.48
6 H -0.25 3.78 0.61  0.50
7 O -2.22 1.52 -3.93  -0.96
8 H -2.15 2.28 -4.54  0.47
9 H -1.41 1.49 -3.34  0.51
10 O -1.81 4.10 -0.46  -1.00
11 H -2.48 4.73 -0.22  0.50
12 H -2.12 3.39 -0.97  0.52
13 O -0.55 -1.48 0.68  -0.91
14 H -0.44 -0.57 0.66  0.46
15 H -0.52 -1.68 1.64  0.45
16 O 2.89 0.95 -1.67  -0.95
17 H 3.56 1.50 -2.08  0.48
18 H 2.38 1.59 -1.24  0.48
19 O 1.11 0.97 -4.08  -0.96
20 H 1.84 0.89 -3.52  0.47
21 H 0.75 1.81 -3.96  0.50
22 O 0.80 3.68 -3.95  -0.95
23 H 0.12 4.20 -4.32  0.48
24 H 0.95 4.19 -3.14  0.48
25 O -0.23 -0.94 -2.73  -1.00
26 H 0.09 -0.38 -3.43  0.48
27 H 0.50 -1.04 -2.15  0.48
28 O 1.92 -1.56 -1.19  -0.96
29 H 2.29 -0.70 -1.30  0.49
30 H 2.31 -2.20 -1.82  0.48
31 O -0.50 1.83 -2.00  -0.97
32 H -0.08 1.09 -1.60  0.51
33 H -0.06 2.61 -1.64  0.49
34 O -3.62 2.81 -2.19  -0.99
35 H -3.01 2.27 -2.75  0.50
36 H -3.45 3.71 -2.45  0.45
37 O 1.02 1.21 0.42  -1.00
38 H 0.70 2.06 0.71  0.49
39 H 1.28 0.80 1.26  0.49
40 O -3.24 -0.44 -1.87  -0.94
41 H -2.38 -0.24 -2.14  0.48
42 H -3.51 0.25 -1.24  0.46
43 O 1.72 3.99 -1.13  -0.98
44 H 2.37 3.47 -0.63  0.49
45 H 2.09 4.78 -1.58  0.49

Output
LUMO (hartree): -0.02193
Energy (Eh): -1146.57176
Total charge: 0
Strongest force on any atom (eV Å⁻¹): 3.59
Energy relative to the best compared isomer or geometry (same formula, charge and spin) (kcal per mole): 42.9
M (g/mol): 270.23
HOMO (eV): -9.9

***

Entry 4:
DFT (wB97M-V/def2-TZVPD) results for 2 unconnected molecules or ions with the total composition CH4ClOP at a distorted geometry.

Last column: natural (NBO) charge in e.
Atoms and positions in Å:
1 C -2.39 -0.10 -0.23  -0.86
2 O 2.90 -0.29 -0.14  -0.93
3 P -0.93 -0.05 0.58  0.71
4 Cl -0.13 1.72 0.13  -0.29
5 H -2.78 0.57 -0.84  0.20
6 H 2.94 -1.12 0.16  0.46
7 H -3.11 -0.99 -0.11  0.24
8 H 3.49 0.25 0.45  0.47

Output
SMILES string: C=PCl.O
LUMO (hartree): 0.00958
Energy (Eh): -917.24888
Total charge: 0
Strongest force on any atom (eV Å⁻¹): 5.63
Energy relative to the best compared isomer or geometry (same formula, charge and spin) (kcal per mole): 52.5
M (g/mol): 98.47
HOMO (eV): -9.5

***

Entry 5:
DFT (wB97M-V/def2-TZVPD) results for a molecular structure, C41H36NO3P2Tb at a distorted geometry.

Last column: Löwdin spin population.
Atoms and positions in Å:
1 Tb 0.91 -0.16 0.35  6.14
2 P -0.49 2.40 -0.39  -0.02
3 C -1.19 -0.10 1.47  -0.02
4 O -2.12 -0.14 2.17  0.00
5 P -0.65 -2.51 -0.10  -0.02
6 C -0.47 3.46 1.09  0.00
7 C -1.97 3.09 -1.22  0.00
8 C 0.90 3.13 -1.36  0.00
9 C 0.91 -3.41 -0.47  0.00
10 C -1.20 -3.52 1.28  0.00
11 C -1.70 -3.02 -1.51  0.00
12 C 0.59 4.33 1.44  0.00
13 C 0.56 4.98 2.67  0.00
14 C -0.46 4.70 3.60  0.00
15 C -1.54 3.88 3.22  0.00
16 C -1.57 3.32 1.95  0.00
17 H 1.42 4.48 0.75  0.00
18 H 1.36 5.68 2.94  0.00
19 H -0.39 5.08 4.62  0.00
20 H -2.36 3.68 3.92  0.00
21 H -2.44 2.73 1.64  0.00
22 C 2.20 2.65 -1.13  0.00
23 C 3.27 3.06 -1.93  0.00
24 C 3.08 4.10 -2.85  0.00
25 C 1.80 4.62 -3.04  0.00
26 C 0.70 4.13 -2.33  0.00
27 H 2.44 1.99 -0.28  0.00
28 H 4.23 2.56 -1.84  0.00
29 H 3.93 4.48 -3.43  0.00
30 H 1.64 5.40 -3.79  0.00
31 H -0.29 4.53 -2.54  0.00
32 C -2.46 4.40 -1.00  0.00
33 C -3.60 4.84 -1.69  0.00
34 C -4.25 3.99 -2.60  0.00
35 C -3.75 2.70 -2.82  0.00
36 C -2.62 2.25 -2.15  0.00
37 H -1.97 5.08 -0.31  0.00
38 H -4.00 5.85 -1.51  0.00
39 H -5.16 4.33 -3.11  0.00
40 H -4.25 2.03 -3.52  0.00
41 H -2.23 1.25 -2.33  0.00
42 C -2.49 -4.05 1.24  0.00
43 C -3.06 -4.59 2.40  0.00
44 C -2.33 -4.62 3.59  0.00
45 C -0.97 -4.24 3.60  0.00
46 C -0.41 -3.71 2.43  0.00
47 H -3.08 -4.03 0.31  0.00
48 H -4.09 -4.96 2.36  0.00
49 H -2.82 -4.90 4.53  0.00
50 H -0.38 -4.33 4.53  0.00
51 H 0.65 -3.43 2.42  0.00
52 C 1.84 -2.68 -1.25  -0.01
53 C 3.15 -3.15 -1.34  0.00
54 C 3.50 -4.40 -0.83  0.00
55 C 2.53 -5.19 -0.19  0.00
56 C 1.23 -4.69 -0.01  0.00
57 H 1.55 -1.79 -1.83  0.00
58 H 3.88 -2.49 -1.82  0.00
59 H 4.53 -4.77 -0.93  0.00
60 H 2.79 -6.18 0.19  0.00
61 H 0.49 -5.32 0.52  0.00
62 C -1.42 -4.15 -2.29  0.00
63 C -2.30 -4.53 -3.32  0.00
64 C -3.45 -3.78 -3.58  0.00
65 C -3.71 -2.63 -2.82  0.00
66 C -2.84 -2.24 -1.80  0.00
67 H -0.53 -4.75 -2.11  0.00
68 H -2.07 -5.41 -3.92  0.00
69 H -4.12 -4.08 -4.38  0.00
70 H -4.59 -2.02 -3.03  0.00
71 H -3.06 -1.34 -1.21  0.00
72 H 2.35 -0.04 -2.86  0.00
73 H 1.63 -0.08 -3.10  0.00
74 O 3.38 2.50 1.60  0.00
75 C 3.50 1.38 2.05  0.00
76 C 4.41 0.84 3.10  0.00
77 C 4.00 -0.62 3.31  0.00
78 C 2.77 -0.79 2.43  0.00
79 O 1.82 -1.62 2.37  -0.01
80 N 2.66 0.34 1.67  -0.02
81 H 5.43 0.94 2.74  0.00
82 H 4.26 1.43 4.01  0.00
83 H 4.80 -1.29 2.94  0.00
84 H 3.80 -0.84 4.37  0.00

Output
LUMO (alpha / beta) (hartree): -0.25692 / -0.24954
Energy (Eh): -3371.10078
Total charge: +2
Expectation value of S²: 12.708
Multiplicity: 7
Strongest force on any atom (eV Å⁻¹): 7.37
M (g/mol): 811.62
HOMO (alpha / beta) (eV): -13.8 / -13.8

***

Entry 6:
DFT (wB97M-V/def2-TZVPD) results for 2 unconnected molecules or ions with the total composition C3H4NOS at a distorted geometry.

Last column: natural (NBO) charge in e.
Atoms and positions in Å:
1 C -0.56 -1.91 -0.68  0.48
2 C -1.86 -0.11 0.51  -0.27
3 C 1.75 1.17 0.01  0.33
4 N -1.22 -1.22 -0.06  -0.20
5 O 0.73 0.58 -0.12  -0.60
6 S -1.74 1.30 -0.24  0.45
7 H 0.33 -2.33 -1.02  0.28
8 H -1.81 -0.31 1.60  0.26
9 H 2.36 1.40 -0.95  0.14
10 H 2.03 1.44 0.96  0.14

Output
LUMO (hartree): -0.24046
Energy (Eh): -644.47279
Total charge: +1
Strongest force on any atom (eV Å⁻¹): 3.70
Energy relative to the best compared isomer or geometry (same formula, charge and spin) (kcal per mole): 49.3
M (g/mol): 102.14
HOMO (eV): -14.3

***

- What is the formula in the fifth record?
  C41H36NO3P2Tb

***

- Among the records above, which one has the highest strongest force on any atom?
  C6H8OS